{
  "formula": "C5H11NO",
  "method": "ωB97M-V/def2-TZVPD",
  "symbols": ["O", "C", "C", "H", "H", "H", "H", "C", "C", "N", "C", "H", "H", "H", "H", "H", "H", "H"],
  "coordinates": [[-2.578, -0.447, -1.327], [-2.313, 0.722, -1.436], [-1.542, 1.320, -2.569], [-2.675, 1.414, -0.646], [-0.750, 0.654, -2.911], [-1.133, 2.298, -2.329], [-2.228, 1.411, -3.415], [3.099, -1.338, 1.478], [1.905, -0.869, 0.958], [0.951, -0.379, 1.714], [-0.405, -0.132, 1.229], [3.269, -1.431, 2.541], [3.880, -1.630, 0.792], [1.701, -0.863, -0.106], [1.042, -0.537, 2.716], [-0.872, 0.625, 1.852], [-0.356, 0.233, 0.209], [-0.994, -1.050, 1.250]],
  "forces_ev_per_angstrom": [[0.3, -0.2, 0.0], [-0.2, 0.1, 0.3], [0.1, -0.2, -0.3], [0.0, 0.1, -0.2], [0.0, -0.1, 0.1], [-0.1, 0.1, 0.0], [0.0, 0.2, 0.0], [0.2, -0.1, -0.2], [-0.1, 0.4, -0.2], [-0.5, -1.1, 0.4], [0.0, 0.5, -0.1], [0.0, 0.1, 0.1], [0.0, -0.1, 0.1], [0.2, 0.0, -0.1], [0.1, 0.4, 0.0], [0.0, 0.0, 0.1], [0.1, -0.1, -0.1], [0.1, 0.0, 0.1]],
  "mulliken_charge": [-0.47, 0.05, -0.87, 0.43, 0.28, 0.30, 0.32, -0.81, 0.48, -0.09, -0.68, 0.30, 0.29, 0.34, 0.28, 0.35, 0.12, 0.38],
  "s_squared": 0.769,
  "lumo_ha": [-0.1372, -0.2681],
  "charge": 1,
  "spin_multiplicity": 2
}

=====

{
  "formula": "C57H63Ge2N2NaO4S2",
  "method": "ωB97M-V/def2-TZVPD",
  "symbols": ["Na", "O", "C", "C", "C", "C", "C", "C", "C", "C", "C", "O", "C", "C", "C", "C", "C", "C", "C", "C", "C", "C", "C", "C", "N", "C", "C", "C", "C", "C", "C", "C", "C", "C", "C", "C", "C", "H", "H", "H", "H", "H", "H", "H", "H", "H", "H", "H", "H", "H", "H", "H", "H", "H", "H", "H", "H", "H", "H", "H", "H", "H", "H", "H", "C", "C", "Ge", "C", "C", "C", "C", "Ge", "C", "C", "C", "C", "C", "C", "C", "C", "C", "C", "H", "H", "H", "H", "H", "H", "H", "H", "H", "H", "H", "H", "H", "H", "H", "H", "H", "H", "H", "H", "H", "H", "H", "H", "H", "H", "C", "C", "C", "C", "C", "C", "C", "S", "C", "O", "H", "H", "H", "H", "H", "H", "H", "H", "H", "H", "O", "S", "N"],
  "coordinates": [[-0.697, -0.277, -0.838], [0.991, -1.123, 0.718], [1.434, -2.393, 0.769], [0.556, -3.380, -0.124], [0.944, -3.380, -1.567], [1.475, -4.524, -2.166], [1.928, -4.447, -3.468], [1.851, -3.234, -4.129], [1.298, -2.134, -3.471], [1.327, -0.774, -4.107], [-0.034, -0.016, -4.310], [-0.798, -0.036, -3.204], [-0.853, -0.575, -5.494], [-2.014, 0.120, -5.841], [-2.857, -0.331, -6.841], [-2.561, -1.505, -7.529], [-1.414, -2.205, -7.199], [-0.567, -1.739, -6.195], [0.435, 1.420, -4.697], [0.662, 2.323, -3.662], [1.116, 3.608, -3.918], [1.360, 4.016, -5.225], [1.148, 3.123, -6.265], [0.692, 1.835, -6.000], [0.838, -2.225, -2.223], [1.377, -2.939, 2.224], [0.227, -3.555, 2.723], [0.166, -4.026, 4.026], [1.255, -3.886, 4.878], [2.389, -3.237, 4.412], [2.441, -2.767, 3.104], [2.895, -2.541, 0.266], [3.480, -1.476, -0.405], [4.762, -1.581, -0.931], [5.482, -2.760, -0.789], [4.907, -3.832, -0.118], [3.625, -3.721, 0.401], [-0.473, -3.027, -0.017], [0.625, -4.404, 0.251], [1.556, -5.439, -1.593], [2.361, -5.313, -3.956], [2.236, -3.123, -5.136], [1.891, -0.817, -5.046], [1.901, -0.139, -3.426], [-2.246, 1.027, -5.294], [-3.754, 0.229, -7.084], [-3.222, -1.867, -8.308], [-1.170, -3.125, -7.719], [0.317, -2.311, -5.952], [0.441, 1.994, -2.654], [1.277, 4.293, -3.093], [1.710, 5.022, -5.429], [1.332, 3.428, -7.290], [0.523, 1.151, -6.825], [-0.645, -3.654, 2.090], [-0.744, -4.497, 4.380], [1.210, -4.253, 5.897], [3.243, -3.095, 5.066], [3.342, -2.276, 2.757], [2.880, -0.579, -0.500], [5.198, -0.741, -1.459], [6.482, -2.844, -1.199], [5.460, -4.759, -0.002], [3.183, -4.563, 0.924], [-2.839, 2.607, 2.477], [-1.950, 3.421, 1.542], [-0.018, 3.048, 1.713], [0.895, 3.823, 0.149], [2.412, 3.656, 0.165], [0.522, 3.806, 3.452], [0.702, 2.747, 4.265], [0.727, 1.147, 3.009], [2.625, 0.702, 2.719], [3.471, 0.417, 3.957], [-0.566, -0.222, 3.543], [-0.398, -0.748, 4.965], [0.851, 2.862, 5.735], [1.462, 1.852, 6.481], [1.616, 1.959, 7.856], [1.142, 3.076, 8.528], [0.503, 4.078, 7.808], [0.357, 3.968, 6.435], [-3.871, 2.971, 2.474], [-2.482, 2.643, 3.511], [-2.862, 1.559, 2.171], [-2.065, 4.497, 1.721], [-2.202, 3.228, 0.502], [0.621, 4.884, 0.123], [0.455, 3.364, -0.737], [2.853, 4.056, 1.082], [2.888, 4.161, -0.681], [2.683, 2.600, 0.107], [0.543, 4.837, 3.817], [3.038, 1.567, 2.191], [2.625, -0.129, 2.015], [3.552, 1.297, 4.598], [4.487, 0.120, 3.677], [3.052, -0.398, 4.553], [-0.510, -1.010, 2.793], [-1.547, 0.240, 3.423], [0.599, -1.168, 5.124], [-1.115, -1.546, 5.173], [-0.554, 0.042, 5.704], [1.812, 0.964, 5.972], [2.098, 1.157, 8.403], [1.251, 3.158, 9.603], [0.105, 4.945, 8.323], [-0.166, 4.742, 5.888], [-6.553, -2.139, -0.872], [-5.590, -1.071, -1.309], [-4.848, -1.195, -2.476], [-3.895, -0.245, -2.826], [-3.705, 0.851, -2.002], [-4.425, 0.981, -0.818], [-5.366, 0.031, -0.483], [-2.413, 2.010, -2.422], [-3.370, 3.528, -2.162], [-1.459, 1.986, -1.269], [-6.578, -2.964, -1.584], [-7.566, -1.741, -0.771], [-6.247, -2.522, 0.104], [-4.977, -2.073, -3.100], [-3.251, -0.380, -3.685], [-4.202, 1.783, -0.127], [-5.873, 0.089, 0.472], [-3.674, 3.618, -1.121], [-4.241, 3.520, -2.817], [-2.711, 4.355, -2.425], [-4.450, -1.932, 1.778], [-3.230, -2.307, 1.004], [-2.354, -1.310, 0.391]],
  "forces_ev_per_angstrom": [[0.5, -0.4, -0.2], [-0.1, 0.2, -0.1], [0.0, -0.1, 0.0], [0.0, 0.0, 0.0], [0.0, 0.0, 0.0], [0.0, 0.0, 0.0], [0.0, 0.0, 0.0], [0.0, 0.0, 0.0], [0.0, -0.1, -0.1], [0.0, 0.1, 0.0], [0.0, -0.1, -0.1], [-0.1, 0.1, 0.1], [0.0, 0.0, 0.0], [0.0, 0.0, 0.0], [0.0, 0.0, 0.0], [0.0, 0.0, 0.0], [0.0, 0.0, 0.0], [0.0, 0.0, 0.0], [0.0, 0.0, 0.0], [0.0, 0.0, 0.0], [0.0, 0.0, 0.0], [0.0, 0.0, 0.0], [0.0, 0.0, 0.0], [0.0, 0.0, 0.0], [0.1, 0.1, 0.0], [-0.1, 0.0, 0.0], [0.0, 0.0, 0.0], [0.0, 0.0, 0.0], [0.0, 0.0, 0.0], [0.0, 0.0, 0.0], [0.1, 0.0, 0.1], [0.0, 0.0, 0.0], [0.0, 0.0, 0.0], [0.0, 0.0, 0.0], [0.0, 0.0, 0.0], [0.0, 0.0, 0.0], [0.0, 0.0, -0.1], [0.0, 0.0, 0.0], [0.0, 0.0, 0.0], [0.0, 0.0, 0.0], [0.0, 0.0, 0.0], [0.0, 0.0, 0.0], [0.0, 0.0, 0.0], [0.0, 0.0, 0.0], [0.0, 0.0, 0.0], [0.0, 0.0, 0.0], [0.0, 0.0, 0.0], [0.0, 0.0, 0.0], [0.0, 0.0, 0.0], [0.0, 0.0, 0.0], [0.0, 0.0, 0.0], [0.0, 0.0, 0.0], [0.0, 0.0, 0.0], [0.0, 0.0, 0.0], [0.0, 0.0, 0.0], [0.0, 0.0, 0.0], [0.0, 0.0, 0.0], [0.0, 0.0, 0.0], [0.0, 0.0, 0.0], [0.0, 0.0, 0.0], [0.0, 0.0, 0.0], [0.0, 0.0, 0.0], [0.0, 0.0, 0.0], [0.0, 0.0, 0.0], [0.0, 0.0, 0.0], [0.1, 0.0, 0.0], [-0.1, 0.2, -0.2], [0.0, 0.1, 0.0], [0.0, 0.0, 0.0], [0.0, 0.0, 0.0], [0.0, -0.1, 0.1], [0.0, -0.1, 0.1], [0.0, 0.1, 0.0], [0.0, 0.0, 0.0], [0.0, 0.0, 0.0], [0.0, 0.0, 0.0], [0.0, 0.0, 0.0], [0.0, 0.0, 0.0], [0.0, 0.0, 0.0], [0.0, 0.0, 0.0], [0.0, 0.0, 0.0], [0.0, 0.0, 0.0], [0.0, 0.0, 0.0], [0.0, 0.0, 0.0], [0.0, 0.0, 0.0], [0.0, 0.0, 0.0], [0.0, 0.0, 0.0], [0.0, 0.0, 0.0], [0.0, 0.0, 0.0], [0.0, 0.0, 0.0], [0.0, 0.0, 0.0], [0.0, 0.0, 0.0], [0.0, 0.0, 0.0], [0.0, 0.0, 0.0], [-0.1, 0.0, 0.0], [0.0, 0.0, 0.0], [0.0, 0.0, 0.0], [0.0, 0.0, 0.0], [0.1, 0.0, 0.0], [0.0, 0.0, 0.0], [0.0, 0.0, 0.0], [0.0, 0.0, 0.0], [0.0, 0.0, 0.0], [0.0, 0.0, 0.0], [0.0, 0.0, 0.0], [0.0, 0.0, 0.0], [0.0, 0.0, 0.0], [0.0, 0.0, 0.0], [0.0, 0.0, 0.0], [0.0, 0.0, 0.0], [0.0, 0.0, 0.0], [0.0, 0.0, 0.0], [-0.1, 0.0, -0.1], [0.0, 0.0, 0.0], [0.0, 0.0, 0.0], [-0.2, -0.1, -0.2], [0.0, 0.0, 0.1], [0.1, 0.2, 0.3], [0.0, 0.0, 0.0], [0.0, 0.0, 0.0], [0.0, 0.0, 0.0], [0.0, 0.0, 0.0], [0.0, 0.0, 0.0], [0.0, 0.0, 0.0], [0.0, 0.0, 0.0], [0.0, 0.0, 0.0], [0.0, 0.0, 0.0], [0.0, 0.0, 0.0], [0.0, 0.0, 0.0], [0.0, 0.1, 0.0], [-0.3, -0.1, 0.1]],
  "mulliken_charge": [0.57, 0.42, 1.88, -0.49, -0.60, -1.09, -1.11, -0.66, 0.28, -1.99, 2.17, -0.38, -0.36, -0.07, -0.76, -0.60, -0.78, -0.20, 0.12, -0.55, -0.50, -0.77, -0.87, -0.11, 1.21, -0.36, 0.24, -1.02, -0.60, -1.03, -0.13, 0.07, -0.11, -0.94, -0.63, -1.01, -0.01, -0.20, 0.59, 0.43, 0.37, 0.51, 0.38, 0.66, 0.44, 0.37, 0.34, 0.40, 0.21, 0.36, 0.45, 0.36, 0.39, 0.43, 0.38, 0.43, 0.34, 0.29, 0.57, 0.41, 0.44, 0.36, 0.40, 0.46, -1.34, 0.14, 0.66, 0.43, -1.18, -0.31, -0.63, -1.08, 1.60, -1.61, 1.34, -1.54, 0.43, 0.57, -1.08, -0.36, -0.73, -0.64, 0.43, 0.39, 0.18, 0.63, -0.57, 0.47, -0.45, 0.40, 0.45, 0.04, 0.30, 0.39, -1.41, 0.52, 0.37, 0.20, -1.06, 0.40, 0.12, 0.39, 0.47, 0.48, 0.38, 0.36, 0.36, 0.34, -1.52, 1.36, -0.90, 0.04, -0.30, 0.26, -0.70, 1.04, -1.42, -0.38, 0.35, 0.36, 0.30, 0.26, 0.15, -0.17, 0.15, 0.42, 0.42, 0.42, -0.64, -0.04, -0.46],
  "lumo_ha": 0.1307,
  "charge": -2,
  "spin_multiplicity": 1
}

=====

{
  "formula": "C3H5F3O3",
  "method": "ωB97M-V/def2-TZVPD",
  "symbols": ["C", "C", "C", "O", "O", "O", "F", "F", "F", "H", "H", "H", "H", "H"],
  "coordinates": [[1.258, -0.265, 1.347], [-0.135, -0.583, -0.535], [-1.078, 1.170, -0.318], [-0.058, -0.702, -1.875], [-0.807, -1.525, 0.139], [1.031, -0.238, -0.011], [-0.988, 1.769, 0.880], [-0.333, 1.942, -1.172], [-2.347, 1.105, -0.740], [0.984, -1.153, 1.808], [0.739, 0.607, 1.765], [2.477, -0.098, 1.449], [0.608, -0.029, -2.275], [-1.350, -1.999, -0.462]],
  "forces_ev_per_angstrom": [[3.6, 2.8, 0.7], [-1.8, 4.7, 0.8], [2.2, -3.2, -1.0], [1.1, 0.5, -1.2], [0.8, 0.0, 0.4], [1.5, -0.8, -1.6], [-0.6, -0.1, -0.1], [-0.8, 0.1, 0.1], [0.2, 0.6, 0.3], [-0.5, -1.7, 0.8], [0.3, -0.4, 0.5], [-3.3, -0.5, 0.0], [-1.7, -1.6, 1.4], [-1.0, -0.8, -0.9]],
  "mulliken_charge": [-0.67, 0.63, 0.75, -0.58, -0.50, -0.35, -0.26, -0.30, -0.25, 0.34, 0.27, 0.19, 0.40, 0.32],
  "lumo_ha": 0.0218,
  "charge": 0,
  "spin_multiplicity": 1
}

=====

{
  "formula": "C4H6N2O",
  "method": "ωB97M-V/def2-TZVPD",
  "symbols": ["N", "C", "O", "C", "C", "C", "N", "H", "H", "H", "H", "H", "H"],
  "coordinates": [[1.604, -1.064, -1.226], [1.104, -0.206, -0.457], [1.675, 0.829, 0.248], [0.383, 1.244, 0.787], [-0.261, 0.067, 0.090], [-1.618, -0.248, -0.383], [-1.074, -0.888, 0.813], [2.613, -0.939, -1.314], [0.329, 1.155, 1.873], [0.135, 2.251, 0.443], [-1.723, -0.836, -1.291], [-2.413, 0.468, -0.190], [-0.754, -1.832, 0.609]],
  "forces_ev_per_angstrom": [[-0.1, 0.3, 0.3], [0.1, -0.5, -0.3], [0.1, 0.0, -0.1], [-0.2, 0.2, 0.2], [0.0, 0.1, 0.1], [-0.2, 0.1, -0.2], [0.0, -0.3, 0.1], [-0.1, 0.0, 0.0], [0.2, 0.1, -0.1], [0.0, -0.2, 0.0], [0.1, 0.1, 0.1], [0.1, -0.1, -0.1], [-0.1, 0.1, 0.0]],
  "mulliken_charge": [-0.64, 0.22, -0.42, -0.37, 0.78, -0.53, -0.65, 0.29, 0.28, 0.24, 0.28, 0.25, 0.27],
  "lumo_ha": 0.0378,
  "charge": 0,
  "spin_multiplicity": 1
}

=====

{
  "formula": "C4H11O3Rh",
  "method": "ωB97M-V/def2-TZVPD",
  "symbols": ["O", "C", "C", "O", "C", "Rh", "H", "H", "H", "H", "H", "H", "H", "O", "H", "C", "H", "H", "H"],
  "coordinates": [[0.080, 1.867, -0.647], [-1.243, 1.831, -0.201], [-1.559, 0.449, 0.349], [-1.189, -0.525, -0.625], [-1.296, -1.860, -0.161], [0.512, 0.170, -1.630], [-1.976, 2.095, -0.986], [-1.415, 2.558, 0.614], [-2.627, 0.335, 0.594], [-0.938, 0.270, 1.245], [-2.335, -2.082, 0.122], [-1.003, -2.526, -0.980], [-0.642, -2.022, 0.710], [1.626, 0.142, 0.013], [1.269, 1.152, 0.393], [2.923, -0.354, 0.252], [2.910, -1.444, 0.110], [3.654, 0.073, -0.455], [3.247, -0.130, 1.281]],
  "forces_ev_per_angstrom": [[-0.1, -0.3, 0.1], [-1.5, 0.6, 0.4], [-0.2, 0.3, 0.9], [-0.4, 0.4, -0.1], [-0.1, -1.3, 0.3], [-0.1, 0.0, -2.8], [0.5, -0.2, 0.0], [0.3, -0.2, -0.3], [0.4, 0.1, 0.0], [-0.3, 0.0, -0.1], [0.3, 0.2, -0.1], [-0.1, 0.2, 0.2], [-0.2, 0.1, -0.2], [-1.2, 3.4, 2.6], [1.7, -3.1, -1.2], [1.8, -0.5, 0.4], [-0.1, 0.4, 0.1], [-0.4, 0.0, 0.3], [-0.3, -0.1, -0.4]],
  "mulliken_charge": [-0.67, -0.26, -0.39, -0.28, -0.66, 0.51, 0.35, 0.33, 0.48, 0.32, 0.31, 0.25, 0.34, -0.33, 0.45, -0.54, 0.25, 0.28, 0.27],
  "s_squared": 8.760,
  "lumo_ha": [-0.1072, -0.2792],
  "charge": 1,
  "spin_multiplicity": 6
}

=====

The records above yield energy relative to the best compared isomer or geometry (same formula, charge and spin) values of 30.86, 0.00, 0.00, 60.91, 11.75 kcal per mole, respectively.